Entry 1:
Below is a 7-piece molecular cluster, C45H99N5O7 overall at a distorted geometry, with properties calculated with ωB97M-V/def2-TZVPD.

Structure (XYZ):
```
156
Properties=species:S:1:pos:R:3:lowdin_charge:R:1
H -1.936 5.203 -2.462 0.121
H -3.813 6.848 1.539 0.059
H 3.898 -5.615 2.947 0.087
H -6.570 -5.561 -3.241 0.081
N 4.171 2.622 -0.395 -0.099
C -4.763 6.485 1.145 -0.041
H 1.261 3.211 -1.930 0.104
H 4.651 -7.211 -0.311 0.077
C 2.134 4.618 -0.803 -0.177
H 1.794 -1.278 6.639 0.071
H 5.163 3.487 1.877 0.068
H -1.888 -0.218 -0.111 0.010
H 3.638 -2.709 0.794 0.090
C 0.191 -1.364 2.839 -0.151
C 2.003 -4.312 -0.831 -0.454
C -4.264 6.584 -1.380 -0.138
H -1.957 2.369 -0.055 0.071
H 2.602 0.826 6.025 0.072
H -5.987 -3.930 -5.750 0.075
H -0.037 -3.633 -0.429 0.067
H -3.669 -1.432 -1.791 0.117
H -1.653 -4.480 -1.604 0.052
C -5.507 -5.348 -3.348 -0.025
H 3.731 -2.937 4.929 0.073
C 3.364 -3.548 -1.197 -0.118
H 3.612 0.056 -1.358 0.067
H -4.732 7.554 -1.212 0.122
H 1.273 -3.758 -2.668 0.085
C -6.183 5.572 -0.540 -0.061
H 4.319 -1.227 5.154 0.063
N -3.870 4.481 -0.196 -0.093
H 1.180 0.233 1.687 0.079
O -4.276 3.575 0.784 -0.001
H 4.258 -1.863 3.563 0.070
C -2.998 -3.261 -2.855 -0.396
C -2.724 6.860 -1.366 -0.170
H 2.866 4.688 1.167 0.104
H -5.155 -5.438 -2.320 0.048
C -1.731 -2.345 -3.277 0.005
H -4.977 -6.157 -3.852 0.086
C 3.511 2.583 -2.797 -0.026
C -5.354 -3.830 -3.659 -0.452
C 1.334 0.946 3.679 -0.442
H 0.390 -1.445 5.773 0.064
H 5.647 5.196 1.541 0.084
H 1.848 0.269 -1.495 0.073
C 3.084 -5.430 2.246 -0.041
C 1.959 2.121 2.869 -0.048
H -2.552 2.963 -1.635 0.098
H 3.395 3.632 -3.069 0.074
H -3.430 -3.445 -5.710 0.112
H -0.862 3.176 -1.100 0.064
H -4.390 6.085 -2.341 0.129
H 4.536 2.218 -2.862 0.085
C 2.256 -1.379 4.492 -0.403
C 5.396 4.785 -1.202 -0.052
H -6.426 4.946 -1.398 0.080
C -2.414 4.510 -0.330 -0.482
H -1.911 -1.903 -4.257 0.065
C 5.541 4.190 1.135 -0.036
O 5.358 1.882 -0.568 -0.034
H 3.286 -2.544 -1.615 0.100
H 1.097 -3.713 0.913 0.060
H -4.824 2.962 0.288 0.090
H -6.646 6.534 -0.758 0.081
C 3.759 -1.923 4.530 -0.029
H 5.683 1.715 0.320 0.095
H 2.489 1.717 2.006 0.055
H 4.932 -7.263 1.410 0.079
C 1.870 3.091 -1.033 -0.120
H -7.363 -3.675 -4.728 0.086
H -0.926 5.623 -1.226 0.092
H 1.125 2.773 2.609 0.083
N 2.420 -5.556 -0.098 -0.133
O 3.216 0.777 5.288 -0.029
C -1.994 5.532 -1.425 -0.145
H -5.447 7.332 1.192 0.086
H -0.231 -1.708 1.895 0.076
C 1.370 -4.710 -2.146 -0.055
H 2.094 -5.249 -2.756 0.091
H 0.366 -5.101 -1.981 0.064
H -6.902 -3.218 -2.139 0.124
O -1.054 -0.444 -0.524 -0.044
H 3.967 -4.040 -1.960 0.116
H 6.006 5.549 -0.720 0.084
C 3.602 -5.687 0.836 -0.464
N -3.953 -3.375 -3.998 -0.138
H -6.729 5.114 0.285 0.075
O -3.494 -4.113 -5.023 -0.006
C -1.589 4.897 0.987 0.003
H 1.244 5.164 -0.487 0.081
C 0.546 0.146 2.569 -0.123
N 2.494 0.100 4.243 -0.096
H 5.281 -4.360 1.497 0.109
H 2.172 -5.990 2.455 0.085
H 6.509 3.755 0.888 0.071
H -5.000 5.853 2.000 0.082
C -6.293 -3.482 -4.805 -0.066
H 1.211 -3.152 3.450 0.102
C 3.134 2.212 -1.366 -0.453
H -5.442 -2.298 -0.538 0.111
H -3.158 -5.239 -1.736 0.076
H -2.039 -5.202 -3.073 0.086
H 2.834 1.966 -3.388 0.088
H -2.400 7.430 -0.495 0.104
H -2.409 7.569 -2.132 0.107
H -2.048 5.766 1.459 0.057
C 1.522 -2.139 3.194 -0.101
H -0.551 5.164 0.792 0.062
H 2.575 0.559 0.021 0.048
H -1.690 4.103 1.728 0.074
H -0.410 0.665 2.497 0.106
H 1.281 2.664 -0.222 0.095
H -1.454 -1.480 -2.674 0.055
C -5.876 -2.983 -2.421 -0.129
C 4.559 4.075 -0.141 -0.437
O -4.251 0.190 0.660 -0.031
H 2.204 -2.098 2.344 0.074
C 4.187 -3.304 0.064 -0.186
O 1.363 -6.472 0.067 -0.007
H -4.722 -0.025 1.465 0.046
C 2.761 0.663 -1.048 0.005
H 0.888 2.455 5.231 0.083
C 3.256 4.913 0.174 -0.137
H -4.932 0.486 0.056 0.036
H 5.517 -5.063 -0.078 0.110
C 0.981 -3.391 -0.122 -0.008
H -5.941 -1.966 -2.805 0.116
C -4.948 -2.946 -1.262 -0.261
H 2.783 2.575 3.419 0.078
C -3.653 -2.505 -1.594 -0.167
H 3.355 -7.864 0.784 0.076
H 1.464 -6.810 -0.826 0.093
C -1.906 3.178 -0.784 -0.043
C 1.428 -1.776 5.741 -0.049
H 2.678 -4.422 2.331 0.044
H 2.462 5.116 -1.716 0.098
H 1.515 -2.839 5.966 0.082
H 4.791 5.032 -2.074 0.070
H 1.126 -2.336 0.114 0.067
H -6.196 -2.437 -5.100 0.078
C 4.155 -7.135 0.657 -0.029
H -1.002 -3.124 -3.500 0.058
H -0.494 0.315 -0.362 0.013
C -4.658 5.732 -0.201 -0.483
H 5.037 -2.681 -0.212 0.107
H -0.568 -1.438 3.618 0.100
H -0.542 1.688 4.399 0.074
C 4.759 -4.644 0.584 -0.113
C 0.446 1.540 4.835 -0.019
H 3.539 5.965 0.203 0.117
H 0.280 0.743 5.560 0.061
H -4.934 -3.910 -0.754 0.118
C -2.489 -4.585 -2.295 -0.052
H -2.893 -2.735 -0.848 0.120
H 6.102 4.033 -1.554 0.079
```

Calculated values
Energy relative to the best compared isomer or geometry (same formula, charge and spin), kcal/mol: 136.9
Kohn-Sham gap, eV: 7.7
Highest occupied orbital energy, eV: -7.68
Energy, eV: -70042.998

Entry 2:
Below is C42H84O35S7 as an isolated structure at a distorted geometry, with properties calculated with ωB97M-V/def2-TZVPD.

Structure (XYZ):
```
168
Properties=species:S:1:pos:R:3:lowdin_charge:R:1
H -1.341 2.507 2.109 0.107
O 1.042 6.430 -2.862 -0.170
O -3.039 2.872 -4.541 -0.137
H -0.496 -3.424 -4.189 0.115
S 2.143 5.498 -2.185 0.589
C 3.626 -4.338 3.807 -0.141
H -1.866 -1.179 3.670 0.087
H -2.893 -3.888 -5.076 0.124
O -2.171 -3.088 2.921 -0.159
H -0.552 4.133 4.573 0.130
H 3.635 -5.306 1.899 0.130
C -7.846 1.263 -0.072 -0.246
C 5.239 -5.344 -2.497 -0.232
H 3.203 2.243 -2.549 0.125
H -0.356 5.210 1.644 0.105
C -7.293 0.067 0.705 -0.158
C -5.261 4.821 0.132 -0.143
C -3.611 1.597 -4.823 -0.193
H -2.432 3.561 -6.351 0.119
H 0.068 -6.421 -1.066 0.145
H -0.889 6.655 -2.639 0.147
H 3.483 -2.131 4.295 0.054
H -2.067 -1.326 1.867 0.117
C 0.010 -5.023 0.666 -0.190
H -5.461 4.464 -0.871 0.103
C 0.050 4.203 1.746 -0.144
C -3.707 4.797 0.439 -0.138
H -4.261 -2.555 5.216 0.094
H -1.455 -6.131 -0.423 0.113
C -6.248 -0.497 -0.288 -0.176
H -6.888 0.395 1.630 0.092
H -2.632 6.670 1.123 0.127
C -0.292 3.264 3.902 -0.187
O 0.874 1.211 -0.768 -0.177
H 4.287 -5.093 4.203 0.105
S 5.078 1.635 1.417 0.544
C 0.148 -0.965 -0.201 -0.155
O 5.411 -1.181 -1.368 -0.220
H -4.409 1.696 -5.559 0.111
H -4.948 -3.535 3.934 0.114
C -0.464 -6.212 -0.075 -0.127
H -1.989 -3.126 5.044 0.148
S -0.626 1.111 -1.281 0.629
C -2.378 -1.657 2.871 -0.168
C 1.271 4.311 2.701 -0.169
O 0.820 -7.755 2.871 -0.217
S 4.998 -0.425 -2.481 0.564
H 1.373 0.420 1.103 0.106
H 6.867 -0.357 3.156 0.146
H -8.410 1.984 0.495 0.108
H 4.756 -3.035 5.201 0.121
O 3.655 -3.841 -3.341 -0.166
H -0.634 3.878 -1.869 0.100
H 5.272 -5.890 -3.450 0.138
O -1.001 -0.187 -0.400 -0.195
O 6.009 0.815 -2.649 -0.175
O 4.398 1.398 0.228 -0.183
O 6.663 1.873 1.299 -0.164
O 2.720 4.707 -3.226 -0.245
O 4.100 -5.626 -1.814 -0.150
O 2.804 -3.645 -1.040 -0.230
H 5.457 1.623 -4.486 0.135
H -3.360 5.673 2.386 0.084
H -3.405 3.854 0.908 0.091
H -1.049 1.625 -6.741 0.111
H 1.246 5.234 3.325 0.129
H 2.614 -4.522 4.212 0.122
H -0.584 5.150 -0.685 0.108
H -3.099 4.926 -0.474 0.102
H 6.263 -5.380 -1.947 0.179
O 1.116 3.192 3.565 -0.161
H -4.170 1.241 -3.923 0.113
C -3.606 -2.420 -3.691 -0.181
O -1.481 2.217 -0.857 -0.252
C 3.162 0.667 4.481 -0.142
H -5.828 4.139 0.772 0.107
O 5.212 0.368 2.283 -0.193
O 4.558 2.671 2.237 -0.215
H 5.572 2.765 -3.049 0.152
C -0.991 3.457 2.546 -0.161
H -2.888 0.044 -6.023 0.097
H -5.627 0.643 -2.012 0.103
C -5.678 0.763 -0.928 -0.170
O -6.711 1.754 -0.691 -0.163
C 4.170 -2.925 4.281 -0.156
C 6.493 -0.322 2.121 -0.117
H 5.974 -4.089 2.020 0.126
H -1.244 3.799 -5.066 0.100
O -0.532 0.960 -2.686 -0.213
O -4.714 6.795 1.316 -0.151
C -4.130 -2.821 4.167 -0.136
C -2.859 -2.307 -2.329 -0.187
C -3.512 5.994 1.383 -0.204
H 1.453 1.397 5.518 0.113
C -3.889 -1.596 3.227 -0.140
C 5.088 -3.942 -2.991 -0.166
C -1.320 1.788 -5.690 -0.115
H 2.852 -3.725 1.952 0.073
H 5.639 -3.632 -3.819 0.119
H -6.761 -1.134 -1.083 0.128
O 1.317 -0.618 5.205 -0.181
H 7.213 0.217 0.212 0.113
H -0.523 2.330 4.482 0.117
C 3.814 1.491 -3.083 -0.145
H 0.291 3.708 0.807 0.087
H 3.202 1.276 -3.974 0.142
C 5.252 1.773 -3.426 -0.138
C -2.620 -2.845 -4.746 -0.152
H -0.374 5.284 -3.671 0.092
H 8.344 0.596 1.501 0.138
O 0.699 -5.478 1.832 -0.181
H -2.640 -2.222 -5.661 0.099
H -2.527 -1.270 -2.154 0.097
H 6.343 -1.319 1.768 0.097
H 2.238 4.262 2.246 0.105
H -4.486 -1.835 2.341 0.088
C 2.078 0.515 5.567 -0.164
C 7.295 0.556 1.237 -0.137
O -1.249 -6.515 2.942 -0.198
C -2.690 -3.435 4.180 -0.224
O -0.245 -7.373 0.791 -0.166
H 2.248 -0.297 -0.271 0.134
H -6.621 6.426 0.718 0.113
H -5.448 -1.115 0.203 0.102
H 4.946 -2.803 1.244 0.091
H -8.621 1.041 -0.866 0.128
H -4.231 -0.662 3.628 0.095
H -4.723 1.011 -0.415 0.127
C -0.156 4.823 -1.627 -0.163
H -4.124 -1.479 -3.899 0.095
O 1.404 -1.934 2.939 -0.190
H -2.064 0.233 -4.430 0.060
O 0.160 0.147 3.071 -0.237
O 3.698 0.347 -2.174 -0.202
H -5.586 6.868 -0.585 0.108
C -2.449 0.727 -5.311 -0.136
S 1.259 -0.663 3.518 0.634
O 1.779 -5.207 -2.672 -0.220
H 2.529 0.191 6.499 0.140
H -0.940 -1.724 -3.867 0.109
H 4.013 0.033 4.727 0.118
H -0.510 1.625 -5.021 0.070
C 3.708 -4.265 2.307 -0.168
C -2.011 3.128 -5.443 -0.223
S 2.936 -4.554 -2.147 0.612
O 2.574 0.210 3.234 -0.212
H 3.453 1.709 4.269 0.127
H -2.784 -4.500 4.223 0.097
S -0.081 -6.863 2.255 0.570
H 0.691 -4.422 0.102 0.100
O 4.765 -1.096 -3.741 -0.217
H -0.784 -4.381 0.954 0.108
C -5.624 6.274 0.315 -0.196
H 0.049 -1.603 0.698 0.123
H -4.368 -3.149 -3.364 0.112
H -1.912 4.085 2.554 0.086
C 1.252 0.110 0.040 -0.141
H 0.346 -1.587 -1.094 0.136
H -8.102 -0.720 0.922 0.134
C 5.043 -3.489 2.064 -0.132
O 3.018 6.241 -1.329 -0.216
O 1.208 4.557 -1.378 -0.179
H 5.301 -3.255 -2.204 0.080
C -0.229 5.801 -2.779 -0.129
C -1.312 -2.766 -3.912 -0.169
O 5.110 -2.639 3.251 -0.198
H -3.355 -2.811 -1.480 0.128
O -1.705 -3.140 -2.563 -0.172
```

Calculated values
Kohn-Sham gap, eV: 9.5
Highest occupied orbital energy, eV: -9.34
Energy, eV: -192413.100